[1]
# C5H36N2O11

12 unconnected molecules or ions with the total composition C5H36N2O11 at a distorted geometry (ωB97M-V with the def2-TZVPD basis set, the Open Molecules 2025 dataset).

Positions of all 54 atoms, in Å:
C -2.3077 2.9117 -0.4982
C -0.8649 2.5155 -0.8102
C 0.2379 3.5509 -0.4718
C 1.1499 3.2155 0.7198
N 1.0551 1.8418 1.2482
C 2.2137 1.5218 2.0873
N 2.5077 0.0888 1.8743
H -2.4583 3.7191 -1.1923
H -2.5818 3.2202 0.4970
H -3.0131 2.1702 -0.8268
H -0.7329 2.3584 -1.8923
H -0.5531 1.5132 -0.4190
H 0.9696 3.7677 -1.3114
H -0.1703 4.5500 -0.3990
H 0.8867 3.9575 1.4815
H 2.2065 3.3634 0.4448
H 0.1101 1.6047 1.4642
H 3.0720 2.1169 1.7348
H 2.0229 1.7809 3.2373
H 3.2531 -0.0355 2.5378
H 2.8430 0.0407 0.9157
H -0.5877 -0.6395 -3.1811
H -0.5714 0.0166 -4.4853
O -0.1227 0.1171 -3.6344
H 1.5219 -0.5744 -3.1893
H 2.7983 -0.3275 -2.4339
O 2.3559 -1.0429 -2.8991
H -1.6335 -2.2797 -2.1483
H -0.7615 -2.7456 -3.2506
O -1.4913 -2.1194 -3.1228
H -2.9600 -0.5036 2.3447
H -4.4076 -1.0699 2.0497
O -3.5513 -0.9187 1.6419
H -0.0763 -1.9349 -0.7532
H -1.1904 -1.0794 0.0365
O -1.0249 -1.7146 -0.6909
H 0.1704 -2.3154 2.8324
H -1.1248 -3.1297 2.3770
O -0.6745 -2.6583 3.1571
H -1.3823 -1.0606 3.5626
H -1.5480 0.5250 3.6699
O -2.0290 -0.3142 3.6193
H 1.0309 1.4708 -2.9484
H 1.3925 2.0208 -1.5591
O 1.7970 1.6235 -2.3548
H 1.8483 -2.4492 -2.1025
H 1.4350 -3.4392 -1.0181
O 1.1311 -3.0808 -1.8679
H 2.5404 -2.5973 1.2158
H 1.6588 -3.8905 1.0534
O 2.2569 -3.2880 0.6045
H -1.6921 -3.4592 0.3454
H -2.8201 -3.1884 1.5535
O -2.1343 -3.7262 1.1543

## Properties
net charge: 0
HOMO: -0.3400 Ha
SMILES: CCCCNCN.O.O.O.O.O.O.O.O.O.O.O
spin multiplicity: 1
HOMO-LUMO gap: 9.328 eV


[2]
# C5H36NO13

13 unconnected molecules or ions with the total composition C5H36NO13 at a distorted geometry (ωB97M-V with the def2-TZVPD basis set, the Open Molecules 2025 dataset).

Positions of all 55 atoms, in Å:
C -1.2187 -2.6358 -0.1586
O 0.1155 -3.0407 0.0829
C -1.0917 -1.0533 -0.2170
C -2.5721 -0.4436 -0.5742
C -2.3707 0.9507 -1.1796
C -3.6108 1.7265 -1.5240
N -0.7563 -0.5743 1.1307
H -1.8647 -2.9891 0.7012
H -1.5302 -2.9718 -1.2046
H -0.3826 -0.8357 -1.0312
H -3.2086 -0.3684 0.2659
H -3.0781 -1.1534 -1.2593
H -1.6807 0.8862 -2.0934
H -1.7338 1.4264 -0.4179
H -2.9672 2.5043 -2.0904
H -4.0734 2.2515 -0.8166
H -4.0950 1.1499 -2.1817
H -0.5510 -1.3729 1.7564
H 0.0759 0.0561 1.1743
H 3.4923 0.5465 0.8469
H 2.3186 -0.8389 -4.2534
O 1.7441 -0.0750 -4.5666
H 1.2541 -1.3704 1.2179
H 2.6158 -1.4359 1.7549
O 1.7817 -1.1683 2.0046
H 0.8448 -0.3399 -4.8528
H 2.9145 -2.8629 -1.5206
O 2.2919 -2.1835 -1.3269
H 1.2595 1.6714 0.2788
H 1.9024 0.3790 -0.7134
O 0.9843 0.9174 -0.1933
H -1.3550 -2.3223 -2.7692
H -0.2495 -3.3111 -2.9034
O -0.7053 -2.6790 -3.3835
H -0.1730 1.3058 3.9920
H 0.8101 0.2132 3.6864
O -0.1289 0.4132 4.1869
H -1.3126 1.8165 1.7953
H -0.2134 2.8783 1.8374
O -0.9228 2.5666 2.3620
H -1.9524 -0.3333 4.0011
H -2.7096 -1.0495 2.8956
O -2.7121 -0.8976 3.8290
H 0.8041 -2.6896 -0.6078
H 3.0547 0.4017 2.4679
O 3.4488 0.9128 1.7603
H 2.4298 3.7942 1.6710
H 2.7331 2.3271 1.6196
O 1.9524 2.9581 1.5988
H 0.3470 1.9311 -1.4308
H 0.0136 3.2713 -1.0211
O -0.2321 2.6730 -1.6867
H 3.9606 0.4049 -1.2576
H 2.9922 -1.4054 -1.0041
O 3.3105 0.0680 -0.6782

## Properties
net charge: -1
HOMO: -0.2158 Ha
spin multiplicity: 1
HOMO-LUMO gap: 8.480 eV


[3]
# C5H36NO14

13 unconnected molecules or ions with the total composition C5H36NO14 at a distorted geometry (ωB97M-V with the def2-TZVPD basis set, the Open Molecules 2025 dataset).

Positions of all 56 atoms, in Å:
C 1.0670 0.6285 -2.8330
C 0.0681 0.2058 -1.7165
C -0.0243 -1.3003 -1.4441
C -0.8096 -2.0682 -2.5077
O -2.1853 -1.8962 -2.6171
N 0.3597 0.9191 -0.4742
C -0.5800 1.9250 -0.0221
O -1.4056 1.3733 0.9379
H 0.5141 0.8920 -3.7397
H 1.5533 1.5542 -2.5145
H 1.7900 -0.1740 -2.9068
H -0.9584 0.5315 -1.9339
H 0.9411 -1.7279 -1.1914
H -0.6042 -1.3436 -0.5189
H -0.5688 -3.1142 -2.2428
H -0.3823 -1.9572 -3.5407
H 1.0301 0.4906 0.1354
H -1.1247 2.4999 -0.8311
H -0.0567 2.7914 0.3981
H -2.3428 0.4124 0.7218
H 0.7014 -2.3773 3.0930
H -0.2714 -2.0525 1.9920
O 0.7163 -2.2686 2.1265
H -2.7215 2.2958 -3.0000
H -1.5188 3.3197 -3.1973
O -2.4601 3.1452 -3.3713
H -3.8635 -1.4685 -0.8518
H -3.9246 0.3104 0.7713
O -3.1893 -0.2685 0.5093
H 3.6635 1.1316 0.5856
H 4.0825 -0.2610 0.4981
O 4.4556 0.5984 0.7511
H -0.6728 0.8322 2.1783
H -0.7089 1.4085 3.6610
O -0.3958 0.6274 3.2020
H -1.4802 -0.7450 3.0012
H -2.2518 -1.1630 1.7760
O -1.6894 -1.5503 2.4847
H 2.8430 0.9265 2.7694
H 1.3240 1.0441 2.8625
O 2.1124 1.4949 2.4804
H 3.5587 -2.8376 -0.0489
H 4.5978 -2.4609 -0.9328
O 4.4782 -2.5370 0.0267
H 2.1823 3.0265 1.7582
H 1.7079 4.5867 1.7319
O 2.3743 3.9495 1.4706
H -3.3606 -2.3498 0.1492
H -2.6019 -2.1277 -1.7517
O -3.6821 -2.4533 -0.7541
H 2.1869 -0.9884 2.7331
H 3.7449 -1.3835 2.5152
O 3.1096 -0.8458 2.9833
H -3.2086 0.5315 -1.0312
H -2.9873 -0.3203 -2.3386
O -3.1316 0.5884 -1.9914

## Properties
net charge: -1
HOMO: -0.1864 Ha
spin multiplicity: 1
HOMO-LUMO gap: 7.469 eV